P.
Density functional theory data (the ωB97M-V functional and the def2-TZVPD basis) for a structure of composition C4H6N2O2.

Each line ends with the Mulliken charge.
Element x y z (Å)
C1 2.93 -0.23 0.40  -0.34
C2 -0.43 -0.17 -0.61  0.47
C3 -1.06 1.14 0.01  -0.59
C4 -1.61 -0.89 -0.19  0.19
H1 3.14 -0.08 1.93  0.31
H2 3.86 -0.29 -0.59  0.26
H3 -0.04 -0.22 -1.70  0.44
H4 -0.78 1.55 1.00  0.26
H5 -1.44 2.08 -0.50  0.19
H6 -3.11 0.08 0.68  0.27
N1 1.88 -0.61 -0.71  -0.34
N2 -2.35 0.27 0.00  -0.33
O1 0.67 -0.57 0.09  -0.19
O2 -1.65 -2.06 0.19  -0.59

As for the HOMO energy: -9.40 eV. The calculation puts the LUMO energy at -0.42 eV. As for the HOMO-LUMO gap: 9.0 eV.

=====

Q.
Density functional theory data (the ωB97M-V functional and the def2-TZVPD basis) for a cluster of 2 separate species, C4H6N2O2 in total.

Each line ends with the Mulliken charge.
Element x y z (Å)
C1 0.81 -1.43 -0.09  0.54
C2 2.47 0.88 0.11  0.88
C3 -1.93 -0.16 0.33  -0.88
C4 0.36 -0.25 -0.73  -1.06
N1 1.14 -2.39 0.50  -0.56
N2 -0.64 0.50 -0.05  -0.14
O1 1.92 1.70 0.68  -0.50
O2 3.24 0.18 -0.47  -0.42
H1 -2.55 -0.52 -0.55  0.29
H2 -1.65 -1.08 0.88  0.32
H3 -2.43 0.46 0.97  0.43
H4 0.24 -0.20 -1.79  0.33
H5 -0.91 1.26 -0.59  0.30
H6 -0.08 1.02 0.79  0.46

As for the HOMO energy: -7.61 eV. The calculation puts the LUMO energy at 0.10 eV. As for the HOMO-LUMO gap: 7.7 eV.

=====

Which of them is the least stable? Correct choice: P.

=====

P.
Density functional theory data (the ωB97M-V functional and the def2-TZVPD basis) for the molecule C4H6N2O2.

Each line ends with the Mulliken charge.
Element x y z (Å)
C1 -1.90 -0.62 0.03  0.15
C2 -0.26 0.95 -0.48  -0.63
C3 1.01 0.95 0.46  -0.44
C4 1.58 -0.45 0.08  0.31
H1 -1.81 -1.74 0.60  0.19
H2 -0.99 1.75 -0.04  0.27
H3 -0.05 1.47 -1.41  0.35
H4 1.57 1.85 0.18  0.32
H5 0.86 0.74 1.49  0.29
H6 0.53 -2.22 -0.25  0.30
N1 -0.60 -0.44 -0.40  0.25
N2 0.40 -1.25 0.06  -0.27
O1 -3.11 -0.27 -0.02  -0.51
O2 2.78 -0.71 -0.30  -0.58

As for the HOMO energy: -9.67 eV. The calculation puts the LUMO energy at 0.65 eV. The SMILES is O=CN1CCC(=O)N1. As for the HOMO-LUMO gap: 10.3 eV.

=====

Q.
Density functional theory data (the ωB97M-V functional and the def2-TZVPD basis) for the molecule C4H6N2O2.

Each line ends with the Mulliken charge.
Element x y z (Å)
C1 -2.34 -0.31 -0.14  -0.48
C2 1.94 -1.06 0.06  -0.29
C3 2.04 0.19 0.06  -0.52
C4 0.76 0.85 -0.23  0.53
H1 -2.52 -1.41 -0.51  0.19
H2 -2.43 0.45 -0.91  0.27
H3 -3.25 -0.38 0.46  0.30
H4 2.55 -1.89 0.28  0.47
H5 2.82 0.84 0.36  0.34
H6 0.88 2.70 0.39  0.25
N1 -0.16 -0.32 -0.32  0.17
N2 0.17 1.96 -0.05  -0.60
O1 -1.09 -0.23 0.69  -0.26
O2 0.63 -1.39 -0.14  -0.36

As for the HOMO energy: -8.78 eV. The calculation puts the LUMO energy at 0.85 eV. The SMILES is [H]/N=c1\ccon1OC. As for the HOMO-LUMO gap: 9.6 eV.

=====

R.
Density functional theory data (the ωB97M-V functional and the def2-TZVPD basis) for the molecule C4H6N2O2.

Each line ends with the Mulliken charge.
Element x y z (Å)
C1 0.33 0.22 -2.18  -1.03
C2 -0.32 0.81 1.99  0.69
C3 0.91 -0.74 0.70  0.01
C4 -0.31 -0.85 -1.36  0.14
O1 -1.14 0.13 2.83  -0.46
N1 0.77 0.07 1.66  -0.42
N2 -0.01 -1.15 -0.18  -0.41
O2 -0.51 1.96 1.69  -0.56
H1 -1.84 0.71 3.13  0.34
H2 1.85 -1.29 0.65  0.37
H3 -1.11 -1.43 -1.82  0.40
H4 -0.33 1.11 -2.16  0.26
H5 1.29 0.51 -1.77  0.33
H6 0.41 -0.08 -3.20  0.34

As for the HOMO energy: -9.55 eV. The calculation puts the LUMO energy at 0.67 eV. The SMILES is C/C=N\C=N/C(=O)O. As for the HOMO-LUMO gap: 10.2 eV.

=====

S.
Density functional theory data (the ωB97M-V functional and the def2-TZVPD basis) for the molecule C4H6N2O2.

Each line ends with the Mulliken charge.
Element x y z (Å)
C1 -0.16 0.11 -1.18  -0.64
C2 -1.15 -0.80 -0.42  0.60
C3 0.54 0.71 0.01  0.25
N1 0.27 2.04 0.34  -0.58
O1 -0.85 -2.10 -0.65  -0.44
N2 1.67 -0.86 1.67  -0.63
C4 0.98 -0.20 0.90  0.37
O2 -2.21 -0.44 0.03  -0.59
H1 -1.50 -2.66 -0.21  0.34
H2 0.57 2.30 1.27  0.24
H3 -0.70 2.31 0.17  0.23
H4 2.69 -0.78 1.62  0.26
H5 0.52 -0.50 -1.77  0.26
H6 -0.65 0.89 -1.76  0.32

As for the HOMO energy: -7.81 eV. The calculation puts the LUMO energy at 0.69 eV. The SMILES is N=C=C(N)CC(=O)O. As for the HOMO-LUMO gap: 8.5 eV.

=====

Which of them is the least stable? Correct choice: Q.

=====

P.
Density functional theory data (the ωB97M-V functional and the def2-TZVPD basis) for the molecule C4H6N2O2.

Each line ends with the Mulliken charge.
Element x y z (Å)
C1 -1.66 0.53 -0.26  0.13
C2 1.04 0.76 -0.13  0.50
C3 2.14 0.04 0.40  -0.11
C4 2.35 -1.14 -0.23  -0.55
H1 -4.22 -0.49 0.59  0.32
H2 -1.67 1.75 0.01  0.28
H3 -0.42 -0.78 0.46  0.32
H4 2.95 0.44 1.31  0.24
H5 3.32 -1.76 -0.20  0.28
H6 1.38 -1.26 -1.13  0.24
N1 -2.51 -0.39 -0.45  -0.39
N2 -0.20 0.06 -0.28  -0.26
O1 -3.73 0.24 0.22  -0.41
O2 1.23 2.00 -0.31  -0.58

As for the HOMO energy: -9.96 eV. The calculation puts the LUMO energy at 0.32 eV. The SMILES is C=CC(=O)N/C=N/O. As for the HOMO-LUMO gap: 10.3 eV.

=====

Q.
Density functional theory data (the ωB97M-V functional and the def2-TZVPD basis) for the molecule C4H6N2O2.

Each line ends with the Mulliken charge.
Element x y z (Å)
C1 1.88 -1.09 0.07  -0.81
C2 0.28 0.26 -0.01  0.31
C3 -3.05 0.20 -0.27  -0.23
C4 1.28 1.30 -0.04  0.29
H1 2.82 -0.38 0.32  0.28
H2 1.59 -1.44 1.11  0.30
H3 2.42 -1.98 -0.30  0.31
H4 -0.03 0.03 1.03  0.39
H5 -3.98 0.11 0.23  0.31
H6 -3.12 0.54 -1.40  0.23
N1 -1.99 0.38 0.56  -0.38
N2 2.07 2.15 -0.16  -0.44
O1 0.74 -0.78 -0.69  -0.30
O2 -0.91 0.69 -0.45  -0.26

As for the HOMO energy: -10.86 eV. The calculation puts the LUMO energy at 0.10 eV. The SMILES is C=NO[C@H](C#N)OC. As for the HOMO-LUMO gap: 11.0 eV.

=====

Which of them is the least stable? Correct choice: P.

=====

P.
Density functional theory data (the ωB97M-V functional and the def2-TZVPD basis) for a cluster of 2 separate species, C4H6N2O2 in total.

Each line ends with the Mulliken charge.
Element x y z (Å)
C1 -2.73 0.62 -1.54  -0.64
C2 -1.60 0.90 -0.95  0.38
C3 1.24 -1.64 0.00  -0.18
C4 -0.64 1.40 -0.20  -0.83
N1 1.15 -0.65 0.75  -0.18
N2 2.03 -0.36 1.83  0.87
O1 2.80 0.55 1.63  -0.51
O2 1.82 -0.99 2.84  -0.50
H1 -3.22 1.24 -2.32  0.24
H2 2.26 -2.32 -0.06  0.22
H3 -3.20 -0.32 -1.32  0.22
H4 0.55 -1.82 -0.88  0.27
H5 -0.80 2.00 0.63  0.28
H6 0.34 1.38 -0.41  0.36

As for the HOMO energy: -9.69 eV. The calculation puts the LUMO energy at 0.13 eV. The SMILES is C=N[N+](=O)[O-].C=C=C. As for the HOMO-LUMO gap: 9.8 eV.

=====

Q.
Density functional theory data (the ωB97M-V functional and the def2-TZVPD basis) for a cluster of 2 separate species, C4H6N2O2 in total.

Each line ends with the Mulliken charge.
Element x y z (Å)
C1 -1.09 0.85 0.00  0.08
C2 0.24 -1.03 -0.52  0.71
N1 1.41 0.90 0.83  -0.49
C3 1.91 0.47 -0.30  0.02
C4 -0.53 -2.04 -0.21  -0.89
O1 -2.16 0.39 0.72  -0.43
N2 1.28 -0.48 -1.00  -0.47
O2 -1.20 1.65 -0.89  -0.54
H1 -2.96 0.83 0.37  0.32
H2 0.18 0.76 0.69  0.51
H3 1.79 1.77 1.19  0.24
H4 2.80 0.91 -0.76  0.38
H5 -0.11 -3.04 -0.27  0.28
H6 -1.55 -1.92 0.13  0.29

As for the HOMO energy: -8.71 eV. The calculation puts the LUMO energy at -0.15 eV. As for the HOMO-LUMO gap: 8.6 eV.

=====

R.
Density functional theory data (the ωB97M-V functional and the def2-TZVPD basis) for the molecule C4H6N2O2.

Each line ends with the Mulliken charge.
Element x y z (Å)
C1 1.48 -1.42 -0.51  -1.19
N1 0.03 1.15 1.92  -0.30
C2 -0.27 1.45 0.60  0.64
C3 0.34 -0.62 -0.12  0.11
C4 -0.72 0.07 -0.26  0.57
N2 -1.92 0.13 -0.89  -0.46
O1 1.18 0.77 1.11  -0.43
O2 -0.59 2.49 0.07  -0.60
H1 -0.42 0.38 2.41  0.30
H2 -2.35 1.05 -0.83  0.24
H3 -2.11 -0.56 -1.60  0.21
H4 2.23 -0.80 -1.02  0.26
H5 1.96 -1.91 0.34  0.30
H6 1.16 -2.19 -1.22  0.35

As for the HOMO energy: -9.10 eV. The calculation puts the LUMO energy at 0.25 eV. As for the HOMO-LUMO gap: 9.4 eV.

=====

Which of them is the least stable? Correct choice: P.